# 1
Molecular formula: C62H44Br6O8
Method: DFT, ωB97M-V with the def2-TZVPD basis set

Results
HOMO-LUMO gap (eV): 8.100
HOMO energy (Ha): -0.354

Atoms and positions in Å:
O -2.06 2.21 -4.64
C -2.23 3.36 -4.40
C -3.55 4.10 -4.42
C -4.66 3.40 -4.71
C -5.92 4.00 -4.76
C -6.08 5.36 -4.37
C -4.96 6.14 -4.10
C -3.73 5.45 -4.07
C -2.53 6.31 -3.73
O -2.62 7.49 -3.38
C -1.20 5.64 -3.76
C -0.07 6.40 -3.40
C 1.21 5.84 -3.45
C 1.32 4.59 -3.89
C 0.24 3.80 -4.25
C -1.04 4.30 -4.14
H -4.64 2.35 -4.95
H -6.80 3.38 -4.88
H -7.08 5.77 -4.46
H -5.09 7.17 -3.79
H -0.11 7.45 -3.16
H 2.07 6.41 -3.12
H 2.29 4.14 -4.02
H 0.39 2.78 -4.57
O 1.37 -6.64 5.23
C 2.02 -6.90 4.24
C 2.45 -5.81 3.23
C 2.17 -4.46 3.55
C 2.59 -3.40 2.66
C 3.15 -3.74 1.44
C 3.42 -5.07 1.14
C 3.06 -6.14 1.97
C 3.24 -7.62 1.65
O 3.63 -8.00 0.57
C 3.26 -8.60 2.77
C 3.85 -9.83 2.59
C 3.66 -10.82 3.58
C 3.13 -10.45 4.79
C 2.61 -9.14 5.02
C 2.60 -8.26 3.96
H 1.45 -4.28 4.33
H 2.14 -2.45 2.90
H 3.45 -2.98 0.74
H 4.09 -5.17 0.29
H 4.22 -10.21 1.65
H 4.18 -11.77 3.51
H 3.05 -11.27 5.50
H 2.21 -8.91 6.00
O 0.16 3.91 2.66
C -1.02 4.22 2.90
C -1.38 5.63 3.21
C -0.50 6.67 3.00
C -0.72 7.95 3.49
C -1.94 8.20 4.02
C -2.86 7.15 4.22
C -2.63 5.90 3.79
C -3.76 4.79 3.90
O -4.95 5.08 4.31
C -3.35 3.36 3.61
C -4.19 2.23 3.85
C -3.82 0.98 3.29
C -2.49 0.75 2.91
C -1.59 1.79 2.77
C -2.04 3.07 3.11
H 0.47 6.43 2.60
H -0.08 8.82 3.50
H -2.23 9.15 4.45
H -3.74 7.54 4.72
H -5.23 2.27 4.13
H -4.61 0.25 3.20
H -2.33 -0.27 2.60
H -0.75 1.39 2.22
O 2.18 0.07 2.49
C 2.13 0.40 1.30
C 0.98 -0.17 0.44
C 0.13 -1.12 0.99
C -0.97 -1.64 0.18
C -1.18 -1.08 -1.08
C -0.38 -0.09 -1.54
C 0.85 0.28 -0.87
C 1.81 1.16 -1.63
O 1.57 1.41 -2.82
C 3.03 1.57 -0.90
C 3.97 2.30 -1.58
C 5.16 2.62 -0.94
C 5.28 2.25 0.41
C 4.34 1.48 1.09
C 3.18 1.16 0.50
H 0.36 -1.62 1.92
H -1.68 -2.30 0.66
H -2.03 -1.44 -1.63
H -0.50 0.17 -2.58
H 3.78 2.30 -2.64
H 5.97 3.03 -1.52
H 6.22 2.44 0.91
H 4.76 1.24 2.06
Br 5.08 -3.72 -2.32
C 3.27 -3.18 -3.01
C 3.22 -1.86 -3.77
Br 1.78 -1.67 -5.07
H 2.62 -3.20 -2.13
H 2.99 -3.93 -3.76
H 4.19 -1.89 -4.26
H 3.32 -0.92 -3.23
Br -2.20 -3.21 4.11
C -1.70 -4.42 2.60
C -1.35 -5.83 3.14
Br -0.41 -6.91 1.79
H -0.88 -3.99 2.03
H -2.54 -4.51 1.90
H -2.25 -6.31 3.55
H -0.56 -5.66 3.87
Br -1.90 0.16 -7.72
C -3.15 -0.34 -6.15
C -2.51 -1.18 -5.08
Br -2.39 -2.97 -5.85
H -4.09 -0.76 -6.51
H -3.41 0.63 -5.71
H -3.13 -1.18 -4.18
H -1.57 -0.66 -4.89


# 2
Molecular formula: C7H13AlBrO2
Method: DFT, ωB97M-V with the def2-TZVPD basis set

Results
HOMO-LUMO gap (eV): 7.964
HOMO energy (Ha): -0.172
Total charge: -1

Atoms and positions in Å:
C -0.63 3.09 1.12
C -0.31 2.64 -0.09
C 0.27 1.97 -1.45
Al 0.53 -0.06 -1.02
Br 0.55 -1.18 -3.20
C -1.05 -0.67 0.15
C -2.50 -0.42 -0.51
O -3.24 0.52 0.38
C 2.36 -0.20 -0.09
O 2.75 -1.57 0.26
C 1.82 -2.19 1.18
H -0.62 3.21 2.27
H -0.49 2.14 -2.31
H 1.33 2.39 -1.71
H -0.98 -1.79 0.46
H -0.95 -0.08 1.15
H -2.48 -0.02 -1.58
H -3.10 -1.42 -0.43
H -3.42 -0.03 1.19
H 2.37 0.52 0.80
H 3.17 0.20 -0.84
H 1.05 -2.78 0.54
H 2.38 -2.87 1.94
H 1.19 -1.40 1.78


# 3
Molecular formula: C3H8O3
Method: DFT, ωB97M-V with the def2-TZVPD basis set

Results
HOMO-LUMO gap (eV): 8.778
HOMO energy (Ha): -0.297
Energy above the lowest of the compared OMol25 structures with the same formula, charge and spin (kJ/mol): 517.6

Atoms and positions in Å:
O 1.23 1.09 0.38
C 1.50 -0.07 -0.50
C -0.38 0.29 -0.55
O -1.18 1.29 0.11
C -0.96 -1.00 -0.06
O -0.71 -1.16 1.34
H 1.04 0.58 1.18
H 2.14 0.36 -1.29
H 2.20 -0.74 0.10
H -0.32 0.51 -1.59
H -0.82 2.17 -0.08
H -2.03 -1.01 -0.26
H -0.45 -1.81 -0.57
H -1.25 -0.49 1.79


# 4
Molecular formula: C5H10N2O5
Method: DFT, ωB97M-V with the def2-TZVPD basis set

Results
HOMO-LUMO gap (alpha / beta) (eV): 6.688 / 8.063
HOMO energy (alpha / beta) (Ha): -0.226 / -0.361
Spin multiplicity: 3
Energy above the lowest of the compared OMol25 structures with the same formula, charge and spin (kJ/mol): 20.5

Atoms and positions in Å:
C 0.03 2.46 0.00
C 0.69 0.29 -0.29
C -0.67 0.23 0.38
C 0.89 -0.73 -1.48
C -0.94 -0.67 1.55
N 0.77 1.66 -0.70
N -0.78 1.63 0.74
O -0.08 3.68 0.04
O 2.98 0.22 0.16
O -2.97 0.41 -0.39
O 1.70 0.04 0.74
O -1.60 0.06 -0.70
H 1.55 -0.49 -2.26
H 0.03 -0.89 -2.07
H 1.25 -1.76 -1.16
H -1.97 -0.72 1.75
H -0.50 -0.35 2.51
H -0.51 -1.65 1.57
H 1.59 1.99 -1.19
H -1.78 1.92 1.03
H 3.37 0.79 0.83
H -3.25 -0.09 -1.19